C10H21N2OS | ωB97M-V with the def2-TZVPD basis set

Output
**E_tot**: -26559.3585 eV
**Energy above the lowest of the compared OMol25 structures with the same formula, charge and spin**: 100.3 kcal/mol
**LUMO energy**: -3.76 eV
**HOMO energy**: -12.16 eV
**F_max**: 4.89 eV/A

Structure (ORCA input):
```
! wB97M-V def2-TZVPD RIJCOSX def2/J DEFGRID3
* xyz 1 1
C -1.6746 1.0467 -0.6495
C -0.2899 -0.3588 0.6305
C 2.0140 -1.2097 1.2636
C 0.9691 -3.1524 0.4915
C 1.1380 -0.6949 0.0468
C 1.0093 -2.0462 -0.6929
C 1.6885 -1.6238 -3.0353
C -2.2531 3.7759 -0.6269
C -2.9332 2.3238 2.0241
C 2.1507 -2.2113 -1.7248
N -0.7041 -0.9767 1.6329
N 1.3578 -2.4295 1.6959
O -0.4773 2.7946 0.9234
S -1.7917 2.4172 0.4318
H -2.4268 0.2834 -0.4284
H 2.9852 -1.4573 0.8300
H 2.1837 -0.2882 1.9932
H -0.1477 -3.5459 0.4986
H 1.8144 -3.9125 0.3615
H 1.5867 0.1573 -0.3899
H -0.0304 -2.0600 -1.2329
H 2.4859 -1.3479 -3.7113
H 1.1899 -0.7368 -2.8748
H 1.0705 -2.3324 -3.4590
H -1.8466 4.7519 -0.2012
H -1.5731 3.6738 -1.3938
H -3.3185 3.7646 -0.8517
H -3.6368 3.1259 2.0984
H -3.2395 1.3522 1.9992
H -2.3463 2.5888 2.8614
H 3.0487 -1.9076 -1.3032
H 2.4679 -3.2608 -1.8976
H -1.6333 -0.7749 2.0430
H 1.9434 -2.9138 2.3657
H 0.1229 -1.6389 1.9846
*
```